An isolated molecule of C4H13N3 at a distorted geometry, computed with ωB97M-V with the def2-TZVPD basis set.

Spin multiplicity = 1
Relative energy (zero: lowest compared OMol25 entry of this formula, charge and spin) = 2.3828 eV
Orbital gap = 9.99 eV
E_tot = -324.38737 a.u.
SMILES = NCCNCCN

Last columns: bonded neighbours and bond lengths (Å).
Element x y z (Å)
1 N 0.4013 -0.2489 0.0409  C4 1.538, C5 1.519, H14 1.053
2 N -2.1601 -1.3130 -0.8836  C7 1.420, H12 1.037, H20 1.010
3 N -0.1726 1.7630 2.1910  C6 1.394, H9 0.969, H16 0.951
4 C 1.1476 1.0938 0.1073  N1 1.538, C6 1.701, H13 1.135, H19 1.064
5 C 0.2202 -0.7131 -1.3941  N1 1.519, C7 1.549, H8 1.097, H15 1.050
6 C 1.0910 1.3306 1.7906  N3 1.394, C4 1.701, H10 1.115, H18 1.107
7 C -0.9711 -1.6882 -1.5624  N2 1.420, C5 1.549, H11 1.102, H17 1.094
8 H -0.1644 0.1029 -2.0176  C5 1.097
9 H -0.4785 1.2915 2.9809  N3 0.969
10 H 1.9317 2.0364 1.9861  C6 1.115
11 H -1.0891 -1.9088 -2.6356  C7 1.102
12 H -2.1732 -1.1875 0.1454  N2 1.037
13 H 0.6008 1.9691 -0.3655  C4 1.135
14 H 1.0356 -1.0381 0.3305  N1 1.053
15 H 1.0409 -1.2716 -1.7377  C5 1.050
16 H -0.7772 1.4464 1.5291  N3 0.951
17 H -0.5064 -2.6290 -1.2512  C7 1.094
18 H 1.2424 0.2979 2.1594  C6 1.107
19 H 2.1819 1.0784 -0.1413  C4 1.064
20 H -2.4008 -0.4119 -1.2724  N2 1.010

Atom charges from the natural (NBO) analysis, given in e for atoms 1 to 8: -0.6597, -0.8380, -0.8279, -0.2291, -0.2453, -0.1915, -0.2156, 0.1777

An isolated molecule of C4H13N3 at a distorted geometry, computed with ωB97M-V with the def2-TZVPD basis set.

Spin multiplicity = 1
Relative energy (zero: lowest compared OMol25 entry of this formula, charge and spin) = 0.9787 eV
Orbital gap = 9.45 eV
E_tot = -324.43896 a.u.
SMILES = NCCNCCN

Last columns: bonded neighbours and bond lengths (Å).
Element x y z (Å)
1 N -2.1137 0.0375 1.7020  C7 1.512, H10 1.012, H17 1.015
2 N -0.0291 0.9895 -2.5112  C6 1.465, H9 1.008, H16 1.015
3 N 0.3719 -0.3458 0.0508  C4 1.464, C5 1.435, H11 1.010
4 C 0.2915 -0.4616 1.5078  N3 1.464, C7 1.504, H12 1.094, H15 1.104
5 C 1.4884 0.2392 -0.6347  N3 1.435, C6 1.556, H8 1.096, H13 1.101
6 C 1.2398 0.3443 -2.1671  N2 1.465, C5 1.556, H19 1.086, H20 1.089
7 C -1.0504 -1.0201 1.8959  N1 1.512, C4 1.504, H14 1.089, H18 1.091
8 H 2.3849 -0.3586 -0.4326  C5 1.096
9 H -0.8307 0.5773 -2.0608  N2 1.008
10 H -2.9653 -0.4233 1.9974  N1 1.012
11 H -0.5250 -0.0233 -0.2841  N3 1.010
12 H 1.1161 -1.1238 1.7874  C4 1.094
13 H 1.7482 1.2251 -0.2197  C5 1.101
14 H -1.0865 -1.4006 2.9152  C7 1.089
15 H 0.5197 0.5269 1.9425  C4 1.104
16 H -0.0125 1.9548 -2.1974  N2 1.015
17 H -1.8912 0.7606 2.3784  N1 1.015
18 H -1.2449 -1.6907 1.0579  C7 1.091
19 H 1.2504 -0.6334 -2.6402  C6 1.086
20 H 2.0138 1.0024 -2.5586  C6 1.089

Atom charges from the natural (NBO) analysis, given in e for atoms 1 to 8: -0.8375, -0.8253, -0.6510, -0.2160, -0.2225, -0.2149, -0.2456, 0.1841

Please write out number 2 again, unchanged.
An isolated molecule of C4H13N3 at a distorted geometry, computed with ωB97M-V with the def2-TZVPD basis set.

Spin multiplicity = 1
Relative energy (zero: lowest compared OMol25 entry of this formula, charge and spin) = 0.9787 eV
Orbital gap = 9.45 eV
E_tot = -324.43896 a.u.
SMILES = NCCNCCN

Last columns: bonded neighbours and bond lengths (Å).
Element x y z (Å)
1 N -2.1137 0.0375 1.7020  C7 1.512, H10 1.012, H17 1.015
2 N -0.0291 0.9895 -2.5112  C6 1.465, H9 1.008, H16 1.015
3 N 0.3719 -0.3458 0.0508  C4 1.464, C5 1.435, H11 1.010
4 C 0.2915 -0.4616 1.5078  N3 1.464, C7 1.504, H12 1.094, H15 1.104
5 C 1.4884 0.2392 -0.6347  N3 1.435, C6 1.556, H8 1.096, H13 1.101
6 C 1.2398 0.3443 -2.1671  N2 1.465, C5 1.556, H19 1.086, H20 1.089
7 C -1.0504 -1.0201 1.8959  N1 1.512, C4 1.504, H14 1.089, H18 1.091
8 H 2.3849 -0.3586 -0.4326  C5 1.096
9 H -0.8307 0.5773 -2.0608  N2 1.008
10 H -2.9653 -0.4233 1.9974  N1 1.012
11 H -0.5250 -0.0233 -0.2841  N3 1.010
12 H 1.1161 -1.1238 1.7874  C4 1.094
13 H 1.7482 1.2251 -0.2197  C5 1.101
14 H -1.0865 -1.4006 2.9152  C7 1.089
15 H 0.5197 0.5269 1.9425  C4 1.104
16 H -0.0125 1.9548 -2.1974  N2 1.015
17 H -1.8912 0.7606 2.3784  N1 1.015
18 H -1.2449 -1.6907 1.0579  C7 1.091
19 H 1.2504 -0.6334 -2.6402  C6 1.086
20 H 2.0138 1.0024 -2.5586  C6 1.089

Atom charges from the natural (NBO) analysis, given in e for atoms 1 to 8: -0.8375, -0.8253, -0.6510, -0.2160, -0.2225, -0.2149, -0.2456, 0.1841